(1)
The following is a DFT calculation (ωB97M-V/def2-TZVPD) of a gas-phase ion, C4H13N2S (charge +1).

Summary:
HOMO: -13.03 eV
SMILES: NCC[NH2+]CCS
Total charge: +1
Strongest force on any atom: 2.449 eV/Å
Spin multiplicity: 1
Kohn-Sham gap: 0.3712 hartree
Relative energy (zero: lowest compared OMol25 entry of this formula, charge and spin): 104.0 kJ/mol

```
20
Properties=species:S:1:pos:R:3:forces:R:3
N -0.710863 1.276451 -2.012997 0.2 -0.4 -0.4
C -0.404978 -0.106971 -2.369779 -0.9 -1.2 0.7
C 0.496814 -0.667581 -1.282946 0.1 0.6 0.9
N -0.165320 -0.299892 0.082375 0.1 0.4 -1.8
C 0.566392 -0.693876 1.294746 2.3 -0.9 0.2
C 0.043805 -0.245520 2.629672 -2.2 0.6 0.2
S -0.265418 1.577729 2.448062 0.3 -0.1 0.9
H 0.110310 1.851741 -2.164901 -0.2 0.3 -0.2
H -1.471303 1.611826 -2.593477 0.1 0.3 0.1
H -1.311865 -0.713875 -2.290293 -0.4 0.3 -0.3
H 0.001645 -0.357005 -3.357588 0.2 0.5 0.1
H 0.507791 -1.750706 -1.158891 0.7 0.1 -0.9
H 1.445789 -0.137650 -1.436015 0.2 -0.7 0.9
H -0.394553 0.697014 -0.048117 -0.1 0.1 0.4
H -1.031791 -0.820947 -0.050150 -0.3 0.2 0.8
H 1.583780 -0.292228 1.273641 -0.2 0.3 -0.7
H 0.742012 -1.762517 1.165954 -0.4 -0.2 0.5
H -0.918479 -0.724126 2.884022 0.2 0.2 -0.2
H 0.656676 -0.442123 3.510143 0.5 0.0 -0.6
H 0.519548 2.000264 3.476541 -0.3 -0.2 -0.5
```
Forces are in eV/Å.

(2)
The following is a DFT calculation (ωB97M-V/def2-TZVPD) of a molecular structure, Ca2F2H2O4P.

Summary:
HOMO: -14.24 eV
Total charge: +1
Strongest force on any atom: 2.339 eV/Å
Spin multiplicity: 1
Kohn-Sham gap: 0.3605 hartree
Relative energy (zero: lowest compared OMol25 entry of this formula, charge and spin): 0.0 kJ/mol

```
11
Properties=species:S:1:pos:R:3:forces:R:3
Ca 0.410897 -1.490610 1.691666 -0.7 1.1 -1.9
Ca -1.461846 1.321396 0.919774 1.7 -0.6 -0.4
O -1.674374 -0.940560 0.950485 0.4 1.0 0.7
H -2.514036 -1.006353 0.494333 0.0 -0.9 0.0
O 0.539542 0.775423 1.801415 -0.9 -1.0 0.6
H 1.438425 1.014058 2.012892 0.2 0.6 0.0
O 1.011327 -1.038631 -0.564569 -0.4 0.2 0.8
P 0.616646 0.093101 -1.465093 0.9 -1.3 -0.8
O -0.183584 1.241046 -0.958128 -0.4 0.2 0.1
F -0.114016 -0.520594 -2.705520 0.1 0.4 0.5
F 1.931018 0.551719 -2.177259 -0.8 0.3 0.4
```
Forces are in eV/Å.

(3)
The following is a DFT calculation (ωB97M-V/def2-TZVPD) of 2 unconnected molecules or ions with the total composition C4H8OS.

Summary:
HOMO (alpha / beta): -8.15 / -8.15 eV
Total charge: 0
Strongest force on any atom: 2.760 eV/Å
Spin multiplicity: 1
Kohn-Sham gap (alpha / beta): 0.2976 / 0.2976 hartree
Relative energy (zero: lowest compared OMol25 entry of this formula, charge and spin): 378.2 kJ/mol

```
14
Properties=species:S:1:pos:R:3:forces:R:3
C -0.575899 0.863286 0.980827 -0.8 0.5 -0.9
C 0.210140 0.489132 0.009769 1.0 -1.9 -0.7
C -1.767007 0.035902 1.361753 0.7 2.3 0.6
C 1.557650 0.814109 -0.544418 -0.7 -0.8 -1.4
O 0.648141 -1.770812 -2.264187 1.2 -1.2 -1.0
S -0.476640 -1.701816 -1.068382 0.3 2.2 1.5
H -0.357844 1.785038 1.567780 0.0 -0.7 -0.5
H -2.745374 0.475887 1.393998 -0.2 0.6 0.0
H -1.805268 -0.834110 0.832939 -0.1 -2.3 -1.6
H -1.417852 -0.192302 2.313547 -0.4 -1.0 2.3
H 2.383387 0.872801 0.198577 -0.6 -0.5 -0.5
H 1.677353 0.030686 -1.385992 0.6 1.1 1.4
H 1.511636 1.771260 -1.076672 0.0 0.0 0.1
H 1.157577 -2.639059 -2.319539 -1.0 1.7 0.7
```
Forces are in eV/Å.